Record 1
{"formula": "C42H84O14", "method": "ωB97M-V/def2-TZVPD", "multiplicity": 1, "lumo_energy_ev": 0.272, "e_above_lowest_kj_mol": 199.4, "homo_ha": -0.332, "charge": 0, "elements": ["C", "C", "O", "C", "H", "H", "H", "H", "H", "H", "C", "C", "O", "C", "H", "H", "H", "H", "H", "H", "C", "C", "O", "C", "H", "H", "H", "H", "H", "H", "C", "C", "O", "C", "H", "H", "H", "H", "H", "H", "C", "C", "O", "C", "H", "H", "H", "H", "H", "H", "C", "C", "O", "C", "H", "H", "H", "H", "H", "H", "C", "C", "O", "C", "H", "H", "H", "H", "H", "H", "C", "C", "O", "C", "H", "H", "H", "H", "H", "H", "C", "C", "O", "C", "H", "H", "H", "H", "H", "H", "C", "C", "O", "C", "H", "H", "H", "H", "H", "H", "C", "C", "O", "C", "H", "H", "H", "H", "H", "H", "C", "C", "O", "C", "H", "H", "H", "H", "H", "H", "C", "C", "O", "C", "H", "H", "H", "H", "H", "H", "C", "C", "O", "C", "H", "H", "H", "H", "H", "H"], "xyz": [[3.80252, 4.47871, 2.38422], [4.57387, 5.04743, 1.22013], [4.85181, 4.35112, 0.28888], [5.23100, 6.41973, 1.38207], [4.45077, 3.98619, 3.11124], [3.19178, 3.65180, 1.99012], [3.08078, 5.11970, 2.89097], [6.26223, 6.21927, 1.67020], [4.73319, 6.97443, 2.17613], [5.19964, 6.96250, 0.44356], [-2.85593, -2.39311, -1.90212], [-1.81393, -3.45199, -2.12840], [-0.67775, -3.26560, -1.73416], [-2.19393, -4.67115, -2.91035], [-2.94465, -1.75242, -2.78403], [-2.69060, -1.83224, -0.98963], [-3.86639, -2.82510, -1.84042], [-2.69467, -4.45046, -3.85793], [-2.93144, -5.26825, -2.35854], [-1.32667, -5.30004, -3.09688], [-5.18610, 1.64609, 0.28489], [-4.99830, 0.19864, 0.66132], [-3.94949, -0.36203, 0.48323], [-6.19229, -0.54672, 1.20547], [-5.82030, 2.16288, 1.00936], [-5.71943, 1.65715, -0.67263], [-4.23560, 2.16542, 0.18944], [-5.89887, -1.57866, 1.38751], [-7.07452, -0.46018, 0.57056], [-6.51110, -0.12650, 2.16703], [2.27899, 1.18387, 4.67109], [1.28024, 2.15379, 5.25552], [1.55702, 2.93140, 6.11160], [-0.11288, 2.12248, 4.66984], [2.66419, 1.55559, 3.72425], [1.79383, 0.21813, 4.48694], [3.07511, 0.97611, 5.38596], [-0.51988, 1.13636, 4.89721], [-0.15246, 2.28080, 3.59330], [-0.67515, 2.89697, 5.19247], [5.78877, -2.18573, -0.90456], [5.32420, -1.28287, 0.21921], [5.98251, -0.32641, 0.56328], [4.05637, -1.64379, 0.95461], [5.05772, -2.13633, -1.72599], [5.89390, -3.22983, -0.61481], [6.72812, -1.81023, -1.30250], [3.19796, -1.60497, 0.27313], [3.87334, -0.92088, 1.74094], [4.14714, -2.65869, 1.34530], [3.39743, -2.92314, -5.85607], [2.75406, -2.86239, -4.49425], [3.40979, -2.64526, -3.50919], [1.27006, -3.07125, -4.42110], [2.84360, -2.27593, -6.53912], [3.38826, -3.95012, -6.22193], [4.41461, -2.55506, -5.76885], [0.86372, -2.28788, -3.77735], [1.01544, -3.96841, -3.85518], [0.81858, -3.02777, -5.40836], [-2.49206, -0.31381, 4.39441], [-3.54612, -1.07466, 5.18974], [-4.28494, -1.89158, 4.67100], [-3.65318, -0.75964, 6.64793], [-2.62857, -0.66818, 3.37601], [-1.52691, -0.71285, 4.71879], [-2.60537, 0.74735, 4.57449], [-4.38012, 0.06197, 6.75353], [-2.74039, -0.30365, 7.03828], [-4.01791, -1.59879, 7.22690], [-3.28075, 2.58809, -2.15856], [-4.61644, 2.05028, -2.54990], [-5.59276, 2.23967, -1.85113], [-4.77656, 1.56927, -3.98487], [-2.51902, 1.80890, -2.27143], [-3.31317, 2.83935, -1.09887], [-2.94852, 3.45448, -2.72610], [-5.82443, 1.64439, -4.26739], [-4.50208, 0.51738, -4.13551], [-4.12639, 2.14290, -4.64498], [-4.64721, -5.19155, 2.65336], [-3.27628, -4.78155, 2.13889], [-2.32299, -5.52936, 2.17915], [-3.13871, -3.41971, 1.50346], [-4.61186, -5.63381, 3.64629], [-5.01556, -5.95950, 1.96954], [-5.29521, -4.31968, 2.69154], [-2.16169, -3.03530, 1.81030], [-3.88220, -2.70126, 1.83137], [-3.15001, -3.46377, 0.41665], [5.85951, 1.53319, -3.80090], [4.52798, 1.05090, -4.19165], [4.25330, 0.75457, -5.34187], [3.55873, 0.78685, -3.08546], [6.07011, 2.54364, -4.15126], [6.66375, 0.88285, -4.15325], [5.97332, 1.54685, -2.71217], [3.83970, -0.08210, -2.48416], [2.52765, 0.59987, -3.37402], [3.58263, 1.70247, -2.47956], [0.57879, 4.70660, 0.25348], [-0.61034, 4.22820, 1.01497], [-1.37465, 3.42211, 0.54492], [-0.90588, 4.91182, 2.32054], [0.48463, 5.77795, 0.06535], [0.67187, 4.13643, -0.66251], [1.52182, 4.52747, 0.77724], [-0.01835, 4.88639, 2.95899], [-1.68472, 4.35594, 2.84434], [-1.24631, 5.93417, 2.16791], [0.27919, 0.86349, -0.50809], [0.46090, 0.84937, 0.97695], [1.26581, 1.56337, 1.52355], [-0.43645, -0.08286, 1.78216], [0.14564, 1.88629, -0.86870], [-0.61612, 0.33145, -0.82850], [1.13202, 0.42665, -1.03641], [-1.44611, 0.33588, 1.73076], [-0.07303, 0.10762, 2.78735], [-0.37276, -1.07694, 1.34746], [1.16743, -4.21240, 2.01736], [0.83045, -3.27700, 3.14900], [1.41943, -2.24346, 3.36766], [-0.28547, -3.67482, 4.06848], [1.88534, -3.77491, 1.33577], [0.22338, -4.45626, 1.50867], [1.48230, -5.17609, 2.42709], [0.10596, -3.79129, 5.08948], [-0.82618, -4.59505, 3.87805], [-0.94755, -2.80811, 4.15244], [0.59940, 0.07000, -5.47447], [0.87657, 1.52294, -5.52889], [0.61984, 2.23924, -4.58773], [1.45305, 2.07075, -6.80642], [1.47479, -0.50161, -5.79189], [-0.25797, -0.27117, -6.06407], [0.36304, -0.24903, -4.45769], [1.78079, 3.09060, -6.63050], [0.76989, 2.01447, -7.65575], [2.31998, 1.46220, -7.08356]], "lowdin_charge": [-0.033, -0.507, 0.077, -0.016, 0.095, 0.063, 0.077, 0.088, 0.070, 0.078, -0.038, -0.503, 0.052, -0.022, 0.086, 0.050, 0.089, 0.088, 0.090, 0.079, -0.022, -0.475, 0.038, -0.011, 0.100, 0.001, 0.067, 0.064, 0.085, 0.088, -0.007, -0.506, 0.079, -0.024, 0.070, 0.067, 0.085, 0.047, 0.065, 0.088, -0.020, -0.502, 0.061, -0.020, 0.056, 0.083, 0.078, 0.083, 0.078, 0.081, -0.014, -0.502, 0.063, -0.026, 0.075, 0.090, 0.083, 0.067, 0.085, 0.079, -0.027, -0.489, 0.054, -0.022, 0.065, 0.077, 0.088, 0.097, 0.082, 0.084, 0.001, -0.423, 0.024, -0.001, 0.095, 0.048, 0.103, 0.083, 0.078, 0.084, -0.007, -0.471, 0.044, 0.000, 0.085, 0.088, 0.067, 0.077, 0.050, 0.066, -0.019, -0.492, 0.049, -0.011, 0.095, 0.094, 0.085, 0.077, 0.059, 0.101, -0.003, -0.503, 0.062, -0.016, 0.096, 0.080, 0.066, 0.082, 0.080, 0.089, -0.002, -0.480, 0.055, -0.005, 0.068, 0.072, 0.082, 0.082, 0.049, 0.089, 0.003, -0.500, 0.049, -0.015, 0.065, 0.078, 0.097, 0.097, 0.064, 0.067, -0.034, -0.519, 0.061, -0.018, 0.068, 0.098, 0.071, 0.085, 0.086, 0.075]}

---

Record 2
{"formula": "C12H14N2O4S3", "method": "ωB97M-V/def2-TZVPD", "multiplicity": 1, "lumo_energy_ev": 0.166, "e_above_lowest_kj_mol": 12.6, "homo_ha": -0.319, "charge": 0, "elements": ["C", "C", "H", "H", "O", "C", "O", "C", "H", "H", "S", "C", "N", "S", "C", "C", "C", "N", "S", "C", "C", "O", "O", "C", "C", "H", "H", "H", "H", "H", "H", "H", "H", "H", "H"], "xyz": [[-5.65804, -0.52600, 2.28850], [-4.71673, 0.45700, 1.60835], [-3.77485, 0.52737, 2.16125], [-5.17155, 1.44531, 1.51967], [-4.42821, 0.06532, 0.26266], [-3.47285, -0.84334, 0.09532], [-2.87155, -1.39083, 0.97693], [-3.28632, -1.12678, -1.38632], [-3.65739, -0.29316, -1.97982], [-3.80321, -2.04769, -1.65687], [-1.53502, -1.42002, -1.75931], [-0.87403, 0.01056, -1.03284], [-1.65257, 0.90189, -0.48452], [-0.79277, 2.14206, 0.15004], [0.73694, 1.49570, -0.34424], [0.52800, 0.29426, -0.99877], [1.47753, -0.56880, -1.55446], [2.23526, -1.29397, -2.02230], [2.16156, 2.42091, 0.00170], [3.52001, 1.25406, -0.28064], [3.34830, -0.01273, 0.54748], [2.45325, -0.19586, 1.32582], [4.32330, -0.85948, 0.26778], [4.27462, -2.14482, 0.90267], [4.83677, -2.09240, 2.31467], [5.85263, -1.70454, 2.30290], [4.84389, -3.09280, 2.73710], [4.21892, -1.45248, 2.93988], [4.87224, -2.79042, 0.25758], [3.23606, -2.48875, 0.91421], [3.60184, 1.00514, -1.33831], [4.42353, 1.77905, 0.03165], [-5.90451, -0.16398, 3.28241], [-5.17961, -1.49816, 2.37728], [-6.57370, -0.63228, 1.71162]], "lowdin_charge": [-0.061, -0.211, 0.123, 0.123, -0.020, -0.616, 0.098, -0.340, 0.090, 0.093, 1.019, -0.669, -0.306, 1.030, -0.785, -0.312, -0.222, 0.220, 0.956, -0.337, -0.602, 0.103, -0.009, -0.204, -0.060, 0.078, 0.079, 0.075, 0.126, 0.125, 0.089, 0.096, 0.077, 0.075, 0.078]}

---

Record 3
{"formula": "C5H11N2O", "method": "ωB97M-V/def2-TZVPD", "multiplicity": 1, "lumo_energy_ev": -3.317, "e_above_lowest_kj_mol": 192.7, "homo_ha": -0.501, "charge": 1, "elements": ["C", "N", "C", "C", "N", "C", "C", "O", "H", "H", "H", "H", "H", "H", "H", "H", "H", "H", "H"], "xyz": [[2.51944, 0.50594, -0.14714], [1.30715, -0.01156, 0.41327], [0.86302, -1.32773, 0.00639], [-0.65583, -1.33022, 0.21641], [-1.06438, 0.06664, 0.06962], [-2.47345, 0.37056, -0.03775], [-0.07820, 0.89774, 0.09892], [0.01652, 2.16524, 0.05022], [2.57553, 0.38475, -1.23273], [2.62300, 1.55631, 0.11510], [3.34301, -0.04149, 0.31305], [1.35102, -2.07536, 0.63405], [1.11607, -1.53153, -1.04423], [-1.17616, -1.94884, -0.51664], [-0.92904, -1.66741, 1.22070], [-3.01783, -0.21465, 0.70335], [-2.83756, 0.09983, -1.02986], [-2.66993, 1.42676, 0.13703], [-0.81238, 2.67501, 0.03025]], "lowdin_charge": [-0.076, -0.063, -0.155, -0.073, -0.068, 0.029, -0.188, 0.239, 0.098, 0.095, 0.105, 0.139, 0.132, 0.142, 0.145, 0.115, 0.117, 0.100, 0.167]}